DFT (ωB97M-V with the def2-TZVPD basis set) results for C2H5Br4N2 as an isolated structure in a non-equilibrium geometry.

Structure (XYZ):
```
13
Properties=species:S:1:pos:R:3:mulliken_charge:R:1
Br 1.71190 1.32314 0.93937 0.1832
Br 0.47586 0.89977 -2.26237 0.0009
Br -0.00756 -0.92792 2.33294 0.0252
H -1.84979 0.96131 1.18577 0.4190
H -1.18766 1.54895 -0.47567 0.3596
H 1.20269 -2.00918 -1.58434 0.3229
C 0.16425 0.36997 0.59324 -0.1870
N 1.25221 -1.48854 -0.72599 -0.4659
H -0.69400 2.16016 1.11447 0.4395
H 1.39816 -2.21088 0.05260 0.2575
Br -1.69015 -1.45408 -1.05333 -0.0658
N -1.03142 1.25059 0.57066 -0.2609
C 0.25552 -0.42328 -0.68734 -0.0283
```

Output
**Relative energy (zero: lowest compared OMol25 entry of this formula, charge and spin)**: 6.31 kJ/mol
**LUMO**: -5.43 eV
**Spin multiplicity**: 1
**Highest occupied orbital energy**: -0.5052 Ha
**Net charge**: +1

=====

DFT (ωB97M-V with the def2-TZVPD basis set) results for a 2-piece molecular cluster, C2H10N2S2 overall in a non-equilibrium geometry.

Structure (XYZ):
```
16
Properties=species:S:1:pos:R:3:mulliken_charge:R:1
H -2.48387 1.23469 2.75221 0.1647
H 0.96248 0.55350 0.29636 0.2282
C -2.48463 -0.22905 -0.25776 -0.7746
N 1.77983 -1.41692 0.26590 -0.5706
H 2.36287 -1.18556 1.12805 0.2777
C 1.55650 -0.16399 -0.36631 -0.2587
H -3.50396 -0.52400 -0.40775 0.3727
H 2.39285 1.40919 -1.30196 0.2237
S -3.50491 1.40893 1.83069 -0.2453
H 0.89345 -0.31111 -1.18425 0.3195
H -2.02122 -0.62106 0.67866 0.2905
N 2.69416 0.62591 -0.77474 -0.6446
S -2.40641 1.58113 0.04582 -0.0626
H 3.35219 0.09156 -1.39759 0.2209
H -1.93022 -0.39780 -1.12109 0.2410
H 2.34089 -2.05540 -0.18624 0.2175
```

Output
**Relative energy (zero: lowest compared OMol25 entry of this formula, charge and spin)**: 79.17 kJ/mol
**SMILES string**: CSS.NCN
**LUMO**: 0.43 eV
**Spin multiplicity**: 1
**Highest occupied orbital energy**: -0.3372 Ha

=====

DFT (ωB97M-V with the def2-TZVPD basis set) results for C7H17FeNO7P as an isolated structure in a non-equilibrium geometry.

Structure (XYZ):
```
34
Properties=species:S:1:pos:R:3:mulliken_spin:R:1
C 16.53527 -5.48309 21.64462 0.6424
H 21.07700 -5.67624 22.71421 0.0127
H 22.25648 -10.55764 23.70335 -0.0021
N 16.83483 -6.48443 22.64559 -2.5654
H 17.19216 -5.56890 20.78234 0.3056
O 21.37378 -8.18902 18.75508 -0.4092
H 20.60543 -3.43820 20.78294 -0.0112
C 21.15812 -10.58774 21.82950 0.0187
C 17.76530 -7.42470 22.46653 0.2431
Fe 20.03758 -7.96959 20.23460 3.5909
O 20.60400 -6.89873 16.82411 -0.0555
O 20.43229 -9.81190 21.00298 0.0454
H 16.71926 -4.50629 22.10604 -0.0483
H 16.67421 -6.03220 24.70393 -0.3834
O 18.50507 -7.47397 21.49698 0.0428
H 21.79298 -11.26258 21.19785 0.0020
O 19.01176 -7.96670 18.54888 -0.1275
C 20.18510 -4.18223 21.47349 -0.0079
H 20.50504 -11.35882 22.31605 0.0034
H 22.89872 -9.40941 22.45572 -0.0003
C 22.01016 -9.87791 22.87058 -0.0039
H 17.77264 -8.13291 23.30582 0.1947
P 20.25377 -8.16554 17.59888 0.0267
O 21.14912 -6.31613 20.79355 0.0172
H 15.20209 -5.76002 23.84773 -0.3364
H 19.24904 -4.60568 21.12326 0.0147
O 20.34609 -9.44203 16.80461 -0.0138
C 16.06198 -6.43329 23.88722 3.4649
H 15.66651 -7.42505 24.11998 -0.3592
H 15.49104 -5.51916 21.33174 -0.3165
H 20.01324 -3.59502 22.38850 -0.0039
C 21.24112 -5.28997 21.66344 0.0103
H 22.27055 -4.86870 21.74788 0.0053
H 21.35224 -9.16530 23.38400 0.0036
```

Output
**Relative energy (zero: lowest compared OMol25 entry of this formula, charge and spin)**: 0.00 kJ/mol
**LUMO (alpha / beta)**: 7.64 / 7.59 eV
**Spin multiplicity**: 5
**Highest occupied orbital energy (alpha / beta)**: 0.1590 / 0.0529 Ha
**Net charge**: -3

=====

DFT (ωB97M-V with the def2-TZVPD basis set) results for C4H4O2S2 as an isolated structure in a non-equilibrium geometry.

Structure (XYZ):
```
12
Properties=species:S:1:pos:R:3:mulliken_charge:R:1
C -0.43462 -1.54459 0.57579 0.4284
O -1.28543 1.80745 0.61206 -0.4902
O -1.26024 -2.38092 0.89194 -0.5084
C 0.55221 0.28355 0.06961 -0.1507
H 1.68548 0.41601 -0.12232 0.4273
H 1.56082 -1.62998 -0.80315 0.2527
H -0.27544 -1.02937 -2.07743 0.3037
H -1.23530 1.22253 1.53714 0.3467
S 0.37323 2.60995 -1.39981 -0.2419
S 0.18650 -0.35716 1.72491 -0.2434
C 0.35363 -0.99843 -0.75982 -0.4585
C -0.22083 1.60096 -0.24892 0.3341
```

Output
**Relative energy (zero: lowest compared OMol25 entry of this formula, charge and spin)**: 352.38 kJ/mol
**LUMO**: -0.35 eV
**Spin multiplicity**: 1
**Highest occupied orbital energy**: -0.3373 Ha

=====

DFT (ωB97M-V with the def2-TZVPD basis set) results for one molecule with the formula C5H5BrFN in a non-equilibrium geometry.

Structure (XYZ):
```
13
Properties=species:S:1:pos:R:3:mulliken_charge:R:1
C -1.30054 0.26910 -0.61917 0.2853
H 1.03550 2.36501 0.64627 0.4143
Br -2.62368 -0.12368 1.07864 -0.1962
H 0.24063 -1.19547 -1.52106 0.3591
F -2.15096 0.27673 -1.70615 -0.2786
C -0.39254 -0.99897 -0.67040 -0.5266
H 0.91758 -1.67502 0.97886 0.3919
H -0.79536 2.43324 -0.55721 0.2761
C 0.55369 -0.77742 0.50707 -0.0307
C -0.60256 1.38675 -0.20121 -0.1868
C 0.51158 1.45172 0.43686 -0.2843
H -1.06425 -1.84857 -0.55965 0.3256
N 1.05884 0.29212 0.97226 -0.5492
```

Output
**Relative energy (zero: lowest compared OMol25 entry of this formula, charge and spin)**: 147.93 kJ/mol
**SMILES string**: F[C@]1(Br)C=CN=CC1
**LUMO**: -0.56 eV
**Spin multiplicity**: 1
**Highest occupied orbital energy**: -0.3490 Ha

=====

DFT (ωB97M-V with the def2-TZVPD basis set) results for C31H31B3F5NO3 as an isolated structure in a non-equilibrium geometry.

Structure (XYZ):
```
74
Properties=species:S:1:pos:R:3:mulliken_charge:R:1
H -3.30692 -3.82304 5.27169 0.4282
H -0.32986 -1.05448 4.10672 0.4209
O 1.58610 -0.61898 -0.10289 -0.5144
H 7.68431 1.44092 0.72082 0.4632
C 5.75841 1.43736 1.69171 -0.3160
H 1.44828 2.09629 -2.80385 -0.1122
H -5.18656 -2.06524 1.06426 0.4460
C 6.86139 3.28603 3.43597 -0.5541
C -3.72772 -3.45549 4.34629 -0.5152
C 1.13049 2.81306 -7.12771 -0.5292
H 4.94049 0.74722 -1.20677 0.2440
C -6.95234 -2.57056 -2.73257 -0.5548
H -0.91661 1.92100 7.11404 0.3697
C 3.84653 -0.96189 -1.31675 -0.4598
H 1.97083 -0.20450 3.72163 0.5120
C 4.99112 1.95763 2.72223 -0.5811
C -0.20164 1.70126 -5.45443 -0.2631
C 5.54343 2.88667 3.58999 -0.2777
C -0.76888 0.37783 5.63678 -0.4866
H -2.05784 3.93978 -7.17501 0.3762
F 3.05106 1.74405 5.03138 -0.2187
H -3.29732 -3.31236 -3.70863 0.3709
H -2.24802 2.30655 -5.33730 0.3762
C -3.83940 -2.09805 4.13774 0.3580
C -0.28708 1.44865 6.37474 -0.4741
C 1.78503 1.30068 5.22444 0.3889
C 7.60249 2.75006 2.40445 0.4188
H -1.76598 0.02398 5.79544 0.5526
B 2.66685 -0.09199 -0.80406 0.4211
B 1.41059 1.45101 -1.81370 0.5169
C 1.32672 0.24704 4.46396 -0.4810
H 5.54523 -0.32804 -2.19789 0.2718
C -4.32078 -3.09972 -3.43895 -0.4050
F -3.40925 -1.26969 5.12032 -0.3010
C -6.66967 -3.25307 -3.90378 -0.3286
N 5.13102 -0.23911 -1.28537 -0.6444
H 3.89614 -1.89928 -0.77837 0.2879
H 4.94993 3.29914 4.38978 0.3753
C 0.04092 -0.22024 4.68455 -0.4165
F -6.17189 -1.49783 -0.78988 -0.3252
C 1.00397 1.91080 6.18030 -0.5656
C -5.90379 -2.15930 -1.94021 0.4950
H -0.19660 -1.34917 -1.26172 -0.1358
O 2.57469 1.25767 -1.09605 -0.5405
F 2.07303 1.17984 -5.72068 -0.3117
C 0.01958 3.54462 -7.51419 -0.3075
H -4.43188 -0.49919 2.85393 0.4488
C -1.19606 3.36377 -6.87314 -0.5042
C -4.69060 -3.81611 2.17934 -0.6798
H -3.79614 -2.06408 -1.62046 0.5502
H -5.02514 -4.49236 1.40626 0.4189
C 7.07477 1.83291 1.52337 -0.6631
H 3.97291 1.63842 2.84084 0.4437
H 3.58389 -1.23572 -2.33727 0.4042
H 2.08929 2.94359 -7.60903 0.4133
H -7.47850 -3.57832 -4.54037 0.3637
O 0.25876 0.83971 -1.37734 -0.3225
C -4.78581 -2.44624 1.98820 -0.0389
C -5.35669 -3.52094 -4.25742 -0.5284
H 1.40403 2.73343 6.75641 0.4299
C -1.30420 2.44409 -5.84218 -0.4360
H 7.31533 4.00307 4.10550 0.4127
F 8.88815 3.14107 2.25107 -0.3232
C -4.36190 -1.57085 2.97741 -0.6491
C -4.58973 -2.40652 -2.27060 -0.4420
C 0.99563 1.90207 -6.10390 0.3413
H -4.09044 -5.38535 3.50770 0.3767
B 0.48245 -0.44240 -0.90862 0.6012
H 0.10552 4.25878 -8.31912 0.3603
H 5.32480 0.72088 1.01158 0.5807
H -5.14180 -4.05817 -5.16898 0.3762
C -4.16390 -4.31866 3.35723 -0.2998
H -7.96872 -2.35890 -2.43228 0.4170
H -0.26259 0.97345 -4.65693 0.4742
```

Output
**Relative energy (zero: lowest compared OMol25 entry of this formula, charge and spin)**: 24.82 kJ/mol
**LUMO**: 0.32 eV
**Spin multiplicity**: 1
**Highest occupied orbital energy**: -0.3293 Ha